A.
Here is C2H2N4O as an isolated structure from the OMol25 dataset. Energies are from the ωB97M-V functional and the def2-TZVPD basis.

Geometry (Å):
C1 0.10154 -0.24050 -0.52261
C2 -0.64457 -0.37642 0.60674
H1 -0.14082 -0.46623 -2.20345
H2 -1.90106 -0.81250 0.42024
N1 -0.31687 0.15475 1.67643
N2 0.89670 0.94779 1.63546
N3 1.28478 1.32723 0.42364
N4 1.01081 0.66015 -0.63390
O1 -0.29051 -1.19426 -1.40255

Highest occupied orbital energy, eV: -10.1
Frontier orbital gap, hartree: 0.351
Charge: 0
LUMO, eV: -0.564

B.
Here is one molecule with the formula C2H2N4O from the OMol25 dataset. Energies are from the ωB97M-V functional and the def2-TZVPD basis.

Geometry (Å):
O1 1.14414 -1.41781 1.30348
C1 0.44944 -0.53912 0.73451
C2 1.02950 0.43748 0.11240
N1 0.54470 1.19446 -0.89877
N2 -0.72340 0.95672 -1.11819
N3 -1.47682 0.09286 -0.41111
N4 -1.02236 -0.86492 0.42973
H1 1.98291 0.69412 0.36071
H2 -1.26444 1.60430 -1.88165

Highest occupied orbital energy, eV: -9.8
Frontier orbital gap, hartree: 0.323
Structure (SMILES): O=c1cn[nH]nn1
Charge: 0
LUMO, eV: -1.042

The most stable arrangement is B, and the next structure is 0.0205 hartree less stable.